Density functional theory data (ωB97M-V with the def2-TZVPD basis set) for C4H4N2 in the gas phase at a distorted geometry.

```
10
Properties=species:S:1:pos:R:3:forces:R:3
N -1.1491 2.6983 -0.3855 0.5357 -0.8156 0.5065
C -0.6142 1.8040 0.1197 -0.4277 0.7441 -0.4244
C 0.0265 0.6373 0.7312 -0.2159 0.0669 0.1839
C 1.3155 0.0793 0.1754 -0.1064 -0.1874 -0.1977
C 0.2320 -0.5698 -0.1165 0.1991 0.1475 0.0732
N -0.5254 -1.4786 -0.7722 0.0659 -0.0860 0.0414
H -0.2318 0.5242 1.7875 0.0825 0.0354 -0.1555
H 2.3707 0.2715 0.0800 -0.1940 0.0008 -0.0137
H -0.0543 -2.1886 -1.3102 0.0139 0.0110 0.1141
H -1.3700 -1.7776 -0.3093 0.0468 0.0833 -0.1277
```
Forces are in eV/Å.

E_tot ... -7190.36732 eV
Energy above the lowest of the compared OMol25 structures with the same formula, charge and spin ... 223.97 kJ/mol
SMILES string ... N#C[C@@H]1C=C1N
HOMO energy ... -9.220 eV
HOMO-LUMO gap ... 9.916 eV
Maximum force ... 1.10 eV/A